Model one:
Below is 7 unconnected molecules or ions with the total composition C7H28O7, with properties calculated with ωB97M-V with the def2-TZVPD basis set.

For the molar mass, the calculation gives 224.3 g mol⁻¹. The calculation puts the HOMO-LUMO gap at 10.2 eV. The calculation puts the highest occupied orbital energy at -9.8 eV.

Bonds (Å) are listed after each position.
Cartesian coordinates (Å):
1 C 1.23105 4.14603 6.12363  O2 1.422, H3 1.090, H4 1.090, H5 1.090
2 O 1.55434 4.41656 7.48190  C1 1.422, H6 0.960
3 H 0.41333 4.81208 5.84831  C1 1.090
4 H 1.94549 4.44047 5.35487  C1 1.090
5 H 1.03664 3.07971 6.00850  C1 1.090
6 H 0.83195 4.89126 7.89952  O2 0.960
7 C -2.71271 -7.03196 3.04630  O8 1.417, H9 1.090, H10 1.090, H11 1.090
8 O -1.71434 -7.78589 3.71236  C7 1.417, H12 0.960
9 H -2.24423 -6.59362 2.16512  C7 1.090
10 H -3.72250 -7.40374 2.87256  C7 1.090
11 H -2.60064 -6.22523 3.77068  C7 1.090
12 H -0.83636 -7.51591 3.43330  O8 0.960
13 C 0.51702 -1.89696 -7.39213  O14 1.390, H15 1.090, H16 1.090, H17 1.090
14 O 0.26947 -2.65331 -6.25311  C13 1.390, H18 0.960
15 H -0.46567 -1.89925 -7.86374  C13 1.090
16 H 0.81898 -0.87509 -7.16259  C13 1.090
17 H 1.27575 -2.36659 -8.01813  C13 1.090
18 H -0.12689 -3.50345 -6.45748  O14 0.960
19 C 3.55613 -3.87035 5.17678  O20 1.453, H21 1.090, H22 1.090, H23 1.090
20 O 3.43075 -5.24039 4.71011  C19 1.453, H24 0.960
21 H 3.24212 -3.17198 4.40105  C19 1.090
22 H 3.01750 -3.64068 6.09614  C19 1.090
23 H 4.60523 -3.79342 5.46239  C19 1.090
24 H 4.25170 -5.49979 4.28543  O20 0.960
25 C -4.85225 3.83126 -4.43214  O26 1.382, H27 1.090, H28 1.090, H29 1.090
26 O -4.89503 3.13490 -3.23898  C25 1.382, H30 0.960
27 H -5.65920 4.56370 -4.45416  C25 1.090
28 H -3.87063 4.30276 -4.38547  C25 1.090
29 H -5.06811 3.23807 -5.32074  C25 1.090
30 H -4.08841 2.61575 -3.20128  O26 0.960
31 C 1.86295 6.41613 -2.53261  O32 1.376, H33 1.090, H34 1.090, H35 1.090
32 O 2.33450 7.10156 -3.62906  C31 1.376, H36 0.960
33 H 0.79070 6.58238 -2.42900  C31 1.090
34 H 2.00444 5.33641 -2.58029  C31 1.090
35 H 2.42116 6.74333 -1.65544  C31 1.090
36 H 3.24186 6.85151 -3.81822  O32 0.960
37 C -0.29805 -1.01095 -0.12383  O38 1.435, H39 1.090, H40 1.090, H41 1.090
38 O -0.61741 -0.18869 -1.25582  C37 1.435, H42 0.960
39 H 0.29141 -0.40169 0.56133  C37 1.090
40 H -1.22957 -1.43574 0.25020  C37 1.090
41 H 0.33219 -1.84424 -0.43448  C37 1.090
42 H -0.27466 -0.65493 -2.02180  O38 0.960

Model two:
Below is 8 unconnected molecules or ions with the total composition C7H28O7, with properties calculated with ωB97M-V with the def2-TZVPD basis set.

For the molar mass, the calculation gives 224.3 g mol⁻¹. The calculation puts the HOMO-LUMO gap at 10.1 eV. The calculation puts the highest occupied orbital energy at -9.7 eV.

Bonds (Å) are listed after each position.
Cartesian coordinates (Å):
1 C 1.20778 1.31875 -2.10626  C2 1.519, H8 1.094, H9 1.090, H10 1.092
2 C 0.28805 0.22442 -1.59131  C1 1.519, C3 1.537, H11 1.093, H12 1.093
3 C -1.01616 0.77595 -0.99443  C2 1.537, C4 1.569, H13 1.094, H14 1.087
4 C -0.82607 1.31863 0.46539  C3 1.569, C6 1.540, H15 1.087, H16 1.086
5 C -2.90118 0.51376 1.55698  C6 1.332, H17 1.086, H18 1.083
6 C -1.58287 0.37857 1.42181  C4 1.540, C5 1.332, C7 1.502
7 C -0.77488 -0.57894 2.25012  C6 1.502, H19 1.089, H20 1.086, H21 1.089
8 H 1.08354 2.26109 -1.56439  C1 1.094
9 H 2.24424 0.98264 -2.09029  C1 1.090
10 H 0.97637 1.57266 -3.14259  C1 1.092
11 H 0.02220 -0.45966 -2.40111  C2 1.093
12 H 0.73059 -0.40582 -0.81506  C2 1.093
13 H -1.40292 1.56051 -1.65201  C3 1.094
14 H -1.77569 -0.00133 -0.96312  C3 1.087
15 H -1.40745 2.23305 0.55022  C4 1.087
16 H 0.21722 1.40614 0.75503  C4 1.086
17 H -3.40368 -0.03970 2.34496  C5 1.086
18 H -3.50848 1.21193 0.99418  C5 1.083
19 H -1.38099 -0.98268 3.05974  C7 1.089
20 H 0.09769 -0.07031 2.64833  C7 1.086
21 H -0.44631 -1.38477 1.59580  C7 1.089
22 H -2.71309 4.15701 -1.36048  O24 0.969
23 H -2.66694 2.81465 -0.70280  O24 0.966
24 O -3.29507 3.51295 -0.92937  H22 0.969, H23 0.966
25 H 3.69384 -0.73327 0.02236  O27 0.966
26 H 4.83016 0.27757 0.05338  O27 0.967
27 O 4.63881 -0.64658 -0.15765  H25 0.966, H26 0.967
28 H 3.09807 1.31022 1.24333  O30 0.966
29 H 2.73476 2.11907 -0.06871  O30 0.957
30 O 3.44643 1.79845 0.48561  H28 0.966, H29 0.957
31 H -2.63916 -1.39276 0.23555  O33 0.967
32 H -3.60126 -2.49295 -0.30288  O33 0.965
33 O -2.79646 -1.99930 -0.50092  H31 0.967, H32 0.965
34 H -0.48712 -2.62091 -2.31731  O36 0.962
35 H -1.29674 -2.76880 -1.04571  O36 0.986
36 O -0.47479 -3.09616 -1.48074  H34 0.962, H35 0.986
37 H 2.02861 -1.52968 1.46713  O39 0.979
38 H 2.86500 -0.91180 2.63173  O39 0.971
39 O 2.44377 -0.70119 1.78307  H37 0.979, H38 0.971
40 H 0.66359 -2.78175 -0.29249  O42 0.991
41 H 1.89642 -3.39132 0.36791  O42 0.965
42 O 1.19015 -2.75833 0.54701  H40 0.991, H41 0.965

Which is more stable than every other structure shown? model two is more stable than every other one.